Record 1
Here is 2 unconnected molecules or ions with the total composition C2H3FI2O from the Open Molecules 2025 dataset. Energies are from wB97M-V/def2-TZVPD.

Summary:
**Expectation value of S²**: 2.007
**Kohn-Sham gap (spin up / spin down)**: 0.323 / 0.240 Eh
**Spin multiplicity**: 3
**HOMO energy (spin up / spin down)**: -0.311 / -0.367 Ha

Structure (XYZ):
```
9
Properties=species:S:1:pos:R:3:forces:R:3
C -0.3014 -0.2858 -0.0352 -1.357 3.454 -1.416
C -1.6883 -0.6191 -0.5097 -0.006 -0.077 -1.379
O 0.5038 -1.3406 -0.3654 0.133 -2.879 2.244
F -1.7887 -0.6057 -1.8748 0.008 0.223 0.832
I -2.5462 -2.3792 0.1925 -0.335 -0.097 0.358
I -3.8242 1.6450 0.0706 -0.201 0.159 0.083
H -0.4208 0.0483 1.0420 0.783 -0.490 -0.997
H 0.0027 0.6434 -0.7539 -0.504 -1.998 1.992
H 0.1061 -2.1142 0.2078 1.480 1.703 -1.716
```
Positions in Å, forces in eV/Å.

From a Mulliken analysis of the wavefunction, the atomic charges in e read: number 1, C, carries -0.40; number 2, C, carries 0.08; number 3, O, carries -0.42; number 4, F, carries -0.23; number 5, I, carries 0.08; number 6, I, carries 0.05; number 7, H, carries 0.24; number 8, H, carries 0.26; number 9, H, carries 0.33

Record 2
Here is 2 unconnected molecules or ions with the total composition C2H3FNP from the Open Molecules 2025 dataset. Energies are from wB97M-V/def2-TZVPD.

Summary:
**Kohn-Sham gap (spin up / spin down)**: 0.281 / 0.281 Eh
**Energy relative to the best compared isomer or geometry (same formula, charge and spin)**: 270.7 kJ/mol
**HOMO energy (spin up / spin down)**: -0.323 / -0.323 Ha

Structure (XYZ):
```
8
Properties=species:S:1:pos:R:3:forces:R:3
C 0.1366 -0.4537 0.4216 -1.147 0.356 0.384
C -0.2855 -0.2380 -0.9030 2.666 2.279 -2.953
N 1.0484 -0.8533 1.1500 1.248 -0.559 0.159
F -0.6371 2.0110 0.4954 -0.518 -0.478 -0.194
P -1.4447 0.6007 0.2528 0.837 0.500 0.268
H 0.8445 0.7210 -1.9982 -2.452 -1.957 2.449
H -0.6007 -1.0153 -1.5742 -0.230 -0.293 -0.085
H 0.9385 -0.7724 2.1555 -0.404 0.151 -0.029
```
Positions in Å, forces in eV/Å.

From a Mulliken analysis of the wavefunction, the atomic charges in e read: number 1, C, carries 0.32; number 2, C, carries -0.55; number 3, N, carries -0.52; number 4, F, carries -0.28; number 5, P, carries 0.21; number 6, H, carries 0.19; number 7, H, carries 0.35; number 8, H, carries 0.28

Record 3
Here is a single C2H3FNP molecule from the Open Molecules 2025 dataset. Energies are from wB97M-V/def2-TZVPD.

Summary:
**Kohn-Sham gap**: 0.322 Eh
**Energy relative to the best compared isomer or geometry (same formula, charge and spin)**: 59.0 kJ/mol
**Structure (SMILES)**: [H]/N=C1/CP1F
**HOMO energy**: -0.294 Ha

Structure (XYZ):
```
8
Properties=species:S:1:pos:R:3:forces:R:3
H -1.0067 2.1719 -0.7030 0.324 0.365 -0.527
N -1.3306 1.3208 -0.2884 -0.908 -0.471 0.729
C -0.5348 0.3972 -0.1779 3.513 -0.780 0.828
C -0.1016 -0.9595 0.1952 -1.411 0.262 -0.021
P 1.4769 -0.2623 -0.5700 -1.152 0.698 0.413
F 2.2056 0.2159 0.8356 -0.589 -0.126 -0.592
H 0.0426 -1.3862 1.2513 -0.783 0.811 -1.608
H -0.7514 -1.4978 -0.5428 1.006 -0.760 0.778
```
Positions in Å, forces in eV/Å.

From a Mulliken analysis of the wavefunction, the atomic charges in e read: number 1, H, carries 0.30; number 2, N, carries -0.49; number 3, C, carries 0.08; number 4, C, carries -0.39; number 5, P, carries 0.21; number 6, F, carries -0.30; number 7, H, carries 0.32; number 8, H, carries 0.27